The following is a DFT calculation (wB97M-V/def2-TZVPD) of C21H16BeClNO6P as an isolated structure.

Values from the calculation:
- net charge = -1
- E_tot (Ha) = -2132.23392
- E_HOMO (eV) = -5.25
- energy above the lowest of the compared OMol25 structures with the same formula, charge and spin (kJ/mol) = 13.23

Element x y z (Å)
Be  -16.627  7.609  4.095
O  -19.926  8.149  3.549
Cl  -18.832  7.290  3.767
O  -17.750  7.435  2.730
O  -18.072  7.658  5.027
O  -19.229  5.934  3.859
O  -14.485  10.805  3.888
C  -14.822  9.751  4.431
O  -15.673  8.832  4.100
C  -14.142  9.454  5.960
P  -13.261  7.898  5.801
C  -11.737  8.289  4.921
C  -10.721  7.313  4.773
C  -9.764  7.445  3.790
C  -9.743  8.581  2.960
C  -10.652  9.610  3.197
C  -11.633  9.455  4.184
C  -12.751  7.638  7.483
C  -13.633  6.944  8.375
C  -13.164  6.531  9.595
C  -11.870  6.867  10.034
C  -11.041  7.567  9.182
C  -11.504  8.040  7.949
H  -14.992  9.308  6.682
H  -13.504  10.287  6.307
H  -10.662  6.392  5.434
H  -9.049  6.616  3.699
H  -8.997  8.674  2.175
H  -10.653  10.522  2.628
H  -12.348  10.242  4.342
H  -14.664  6.697  8.055
H  -13.813  5.988  10.248
H  -11.579  6.635  11.062
H  -10.000  7.784  9.483
H  -10.918  8.747  7.395
N  -11.778  2.642  5.240
C  -12.736  3.254  4.890
C  -13.868  4.026  4.495
C  -13.708  4.965  3.445
C  -14.627  6.001  3.336
C  -15.671  6.061  4.252
C  -15.960  5.030  5.122
C  -15.027  4.009  5.313
H  -12.796  4.920  2.839
H  -14.582  6.752  2.553
H  -16.958  5.040  5.647
H  -15.039  3.393  6.197

Results of the Löwdin charge analysis, in e, for atoms 1 through 5: atom 1 (Be): 0.04, atom 2 (O): -0.26, atom 3 (Cl): 0.80, atom 4 (O): -0.26, atom 5 (O): -0.27